112
Properties=species:S:1:pos:R:3:forces:R:3 method="wB97M-V/def2-TZVPD" multiplicity=4 e_above_lowest_ev=0.000 e_lumo_ha="0.0054 / 0.0050" homo_ev="-6.93 / -7.07" max_force_ev_per_a=0.9 s2=3.76 orbital_gap_ev="7.074 / 7.209"
Co -0.09463 -0.30986 0.11600 -0.3 0.5 0.1
S 0.28449 0.01665 2.42076 0.0 -0.1 -0.1
C 0.17195 -1.65061 2.92525 0.0 0.0 0.0
C 0.71088 -1.97860 4.21133 0.1 0.0 0.2
N 1.16363 -2.19678 5.24871 -0.1 0.0 -0.2
C -0.44998 -2.60926 2.19283 0.0 0.0 0.0
S -1.23166 -2.31354 0.66845 0.1 0.0 0.0
C -0.52038 -3.95657 2.67687 0.0 -0.2 0.1
N -0.59488 -5.05206 3.02606 0.0 0.2 -0.1
N 0.49527 2.08851 -2.04996 -0.1 -0.1 0.0
N 0.86987 0.78635 -1.60486 0.0 0.0 0.0
H 1.24749 2.50904 -2.57841 0.1 0.1 -0.1
H 0.32111 2.64114 -1.22164 0.0 0.0 0.0
H 1.85018 0.71765 -1.36070 0.2 0.1 0.0
H 0.72150 0.13825 -2.36909 0.0 -0.1 -0.1
C 7.21435 -0.38069 4.07044 0.1 0.0 0.0
C 5.79914 -0.11722 3.57473 0.0 0.1 0.0
C 4.99705 -1.39710 3.36720 0.1 0.0 0.0
C 3.59711 -1.13733 2.82052 -0.1 0.0 0.1
Ge 3.61354 -0.40581 1.01419 -0.1 0.0 -0.1
C 3.62476 1.52299 0.63314 0.2 0.0 -0.1
C 2.58543 2.45919 1.23712 0.0 0.0 0.0
C 2.70956 2.59389 2.75063 0.0 0.0 0.0
C 1.63626 3.50085 3.33714 -0.1 0.0 0.0
H 7.76493 0.54504 4.24905 0.0 0.0 0.0
H 7.77991 -0.97091 3.34494 0.0 0.0 0.0
H 7.19821 -0.94338 5.00715 0.0 0.0 0.0
H 5.84166 0.45241 2.63675 0.0 0.0 0.0
H 5.26505 0.52377 4.28421 0.0 0.0 0.0
H 4.91250 -1.92111 4.32416 0.0 0.0 0.0
H 5.55355 -2.06885 2.70361 0.0 0.0 0.0
H 3.05512 -0.45377 3.47399 0.0 -0.1 0.0
H 3.00805 -2.05485 2.77888 0.0 0.0 0.0
H 4.88622 -0.92005 0.30184 0.0 0.0 0.0
H 3.60502 1.57600 -0.46409 0.0 0.0 0.1
H 4.63258 1.85991 0.90243 0.0 0.0 0.0
H 1.57244 2.13309 0.97725 0.1 0.0 0.1
H 2.70717 3.45517 0.78841 0.0 0.0 0.0
H 3.70569 2.97781 2.99670 0.0 0.0 0.0
H 2.63082 1.60723 3.21240 0.0 0.0 0.0
H 1.67524 4.50435 2.89824 0.0 -0.1 0.0
H 1.73564 3.60870 4.41879 0.0 0.0 0.0
H 0.64627 3.07565 3.14288 0.1 0.0 0.0
C -6.18864 -0.37997 1.75165 0.0 0.0 0.0
C -4.86637 -0.21155 2.13983 0.0 0.0 0.0
C -3.85968 -0.19533 1.18384 0.0 0.0 0.0
C -4.16640 -0.33476 -0.16833 -0.2 0.0 0.1
C -5.49359 -0.52645 -0.54691 0.0 0.0 0.0
C -6.50155 -0.54592 0.40893 0.0 0.0 0.0
Sb -2.58371 -0.27738 -1.56849 0.2 0.1 -0.1
C -3.27809 1.25995 -2.88421 -0.1 0.1 0.0
C -4.47533 1.94783 -2.69462 -0.1 0.0 0.0
C -4.85994 2.96085 -3.56645 0.0 -0.1 0.0
C -4.04812 3.30379 -4.63963 0.0 0.0 0.0
C -2.84505 2.63494 -4.82952 0.0 0.0 0.0
C -2.46373 1.62709 -3.95339 0.1 0.0 -0.1
C -3.16018 -1.96452 -2.72881 -0.2 -0.1 0.0
C -3.62162 -3.10354 -2.06881 0.0 0.0 0.0
C -3.93230 -4.25312 -2.78323 0.0 0.0 0.0
C -3.78258 -4.27647 -4.16390 0.0 0.0 0.0
C -3.32648 -3.14536 -4.82746 0.0 0.0 0.0
C -3.01828 -1.99447 -4.11244 0.0 0.0 -0.1
H -6.97404 -0.40389 2.49768 0.0 0.0 0.0
H -4.61344 -0.11735 3.18989 0.0 0.0 0.0
H -2.82147 -0.13055 1.49891 -0.1 0.1 0.0
H -5.74921 -0.67619 -1.59088 0.0 0.0 0.0
H -7.52966 -0.70025 0.10536 0.0 0.0 0.0
H -5.11659 1.70676 -1.85475 0.0 0.0 0.0
H -5.79741 3.47954 -3.40325 0.0 0.0 0.0
H -4.35029 4.08853 -5.32309 0.0 0.0 0.0
H -2.19628 2.90158 -5.65556 0.0 0.0 0.0
H -1.49892 1.14807 -4.10476 -0.1 0.0 0.1
H -3.72638 -3.10607 -0.98926 0.0 0.0 0.0
H -4.28313 -5.13232 -2.25658 0.0 0.0 0.0
H -4.02451 -5.17290 -4.72243 0.0 0.0 0.0
H -3.21248 -3.15533 -5.90554 0.0 0.0 0.0
H -2.67716 -1.11671 -4.65608 0.0 0.0 0.1
C -0.56005 7.80865 -2.36175 0.0 0.0 0.0
C -0.96001 6.54188 -1.65593 0.0 0.0 0.0
C -0.26046 6.10674 -0.52612 0.0 0.1 0.0
C -0.60150 4.93011 0.11504 0.0 0.0 0.0
C -1.66114 4.17467 -0.37600 0.0 0.1 0.0
C -2.35730 4.57554 -1.50548 0.0 -0.1 0.0
C -2.00745 5.76325 -2.13340 0.0 0.0 0.0
S -2.05812 2.59827 0.34178 0.1 0.0 -0.1
C -2.43983 3.09861 2.01484 0.0 0.0 0.1
O -0.72950 1.87964 0.45312 -0.2 0.0 0.0
H -0.08021 8.50964 -1.67852 0.0 0.0 0.0
H -1.42340 8.30248 -2.80892 0.0 0.0 0.0
H 0.14855 7.59226 -3.16542 0.0 0.0 0.0
H 0.56220 6.70605 -0.14991 0.0 0.0 0.0
H -0.03475 4.58755 0.97489 0.0 0.0 0.0
H -3.14877 3.95183 -1.90834 0.1 0.1 0.1
H -2.55251 6.07984 -3.01665 0.0 0.0 0.0
H -1.55813 3.56256 2.45371 0.0 0.0 0.0
H -2.69029 2.18925 2.56229 0.0 0.0 0.0
H -3.28712 3.78569 2.00275 0.0 0.0 0.0
C 2.89528 -3.93724 -2.50319 0.1 0.0 0.0
Si 1.23405 -3.13758 -2.21366 -0.1 0.2 0.1
C -0.05535 -4.40193 -1.79404 0.0 -0.1 -0.1
C 0.72444 -2.12147 -3.70719 0.0 0.0 0.0
C 1.56343 -1.89285 -0.85337 -0.1 -0.7 -0.5
C 2.20632 -1.20226 -0.08723 0.6 0.0 0.7
H 2.84197 -4.64235 -3.33882 0.0 0.0 0.1
H 3.21501 -4.48937 -1.61557 0.0 0.0 0.0
H 3.66239 -3.19293 -2.73074 0.0 0.0 0.0
H -0.07649 -5.14569 -2.60008 0.0 0.0 0.1
H -1.04932 -3.96560 -1.70580 0.0 0.0 0.0
H 0.16504 -4.91024 -0.85222 0.0 0.0 -0.1
H 0.60525 -2.75611 -4.59069 0.0 0.0 0.1
H 1.47153 -1.35724 -3.94587 0.0 -0.1 0.0
H -0.24238 -1.63763 -3.53085 0.0 0.0 0.0

***

116
Properties=species:S:1:pos:R:3:forces:R:3 method="wB97M-V/def2-TZVPD" charge=+1 multiplicity=1 e_lumo_ha=-0.0918 homo_ev=-9.57 max_force_ev_per_a=1.2 orbital_gap_ev=7.071
Sn -0.33244 0.84706 -2.00697 -0.3 -0.3 -0.9
C 0.62736 5.16346 1.64633 0.0 0.4 -0.3
O 0.56456 3.79086 2.05083 0.0 0.2 0.4
C 0.28496 2.85436 1.17373 0.4 -0.3 -0.7
O 0.09726 2.99726 -0.01477 0.0 0.3 0.4
H 1.38726 5.63466 2.26633 0.0 -0.1 -0.1
H -0.33504 5.64066 1.83713 0.0 -0.1 0.0
H 0.87236 5.23146 0.58703 0.0 0.0 0.1
C 2.49276 -4.96694 -3.22457 -0.2 0.0 -0.2
C 1.60626 -4.30074 -4.27567 0.1 -0.4 0.3
N 1.65156 -2.85474 -4.15877 0.0 0.0 -0.1
C 2.74026 -2.19074 -4.86167 0.0 0.3 -0.2
C 2.22326 -1.42754 -6.08107 0.1 -0.1 0.2
C 0.82336 -2.17134 -3.35017 -0.1 -0.1 0.1
C -0.36214 -2.87664 -2.77107 -0.1 0.1 0.0
N 0.96316 -0.92104 -3.05667 0.1 0.9 0.0
H 2.42636 -6.04664 -3.31657 0.1 -0.2 0.0
H 2.17506 -4.68264 -2.22447 0.0 0.0 0.1
H 3.53196 -4.67274 -3.35257 0.1 0.0 0.0
H 0.58136 -4.65464 -4.17337 0.0 0.0 -0.1
H 1.94896 -4.57444 -5.27577 -0.1 0.1 0.0
H 3.44986 -2.95534 -5.18117 0.0 0.0 0.1
H 3.27736 -1.51364 -4.18907 0.0 -0.1 0.0
H 1.73946 -2.10754 -6.77977 0.0 -0.1 0.0
H 3.04756 -0.93394 -6.58837 0.1 0.1 -0.1
H 1.50186 -0.66924 -5.78387 -0.1 0.1 0.0
H -0.96654 -3.32204 -3.55677 -0.1 0.0 -0.1
H -0.95794 -2.13844 -2.23867 0.0 -0.2 0.0
H -0.05654 -3.65504 -2.07867 0.0 -0.1 0.1
H 1.77846 -0.47804 -3.47277 0.0 -0.1 -0.1
C -3.00814 -0.45794 -6.16187 -0.4 -0.3 0.2
N -1.88494 0.40736 -5.88267 0.0 0.0 0.2
C -1.15394 1.01496 -6.86477 0.4 0.3 -0.2
C -0.05474 1.73886 -6.59217 -0.1 0.0 -0.1
C 0.38866 1.88226 -5.21267 0.1 0.0 0.1
O 1.41106 2.42886 -4.84067 0.4 0.2 -0.1
N -0.44814 1.31796 -4.28547 0.2 0.1 0.7
C -1.50504 0.58306 -4.57897 -0.1 0.0 -0.4
O -2.14674 0.05116 -3.64687 -0.2 -0.4 0.8
H -3.20074 -0.47614 -7.23247 0.0 0.0 0.1
H -3.89144 -0.10034 -5.63097 0.0 0.0 -0.1
H -2.79304 -1.46594 -5.80097 -0.1 0.0 -0.1
H -1.51304 0.87176 -7.87507 0.0 0.0 0.0
H 0.52026 2.21066 -7.36967 0.0 0.0 -0.1
C -4.68324 2.98466 -3.68167 0.1 0.0 0.3
C -4.45544 3.09136 -2.16777 -0.3 0.2 0.0
C -4.32204 4.55646 -1.74247 0.0 -0.3 -0.1
C -5.62134 2.44436 -1.41947 0.2 0.2 -0.1
N -3.25844 2.35126 -1.73837 0.1 -0.2 0.1
N -2.01634 2.88926 -2.17997 -0.1 0.1 -0.3
H -5.58714 3.51316 -3.97147 -0.1 0.1 -0.1
H -4.78614 1.94016 -3.96927 -0.1 -0.1 0.0
H -3.85144 3.40866 -4.24277 0.1 0.1 -0.1
H -5.26694 5.07226 -1.89267 -0.1 0.1 0.0
H -3.55654 5.07326 -2.31937 0.0 0.1 0.0
H -4.06634 4.60926 -0.68657 0.0 0.0 0.1
H -6.55184 2.95986 -1.63887 -0.1 0.0 -0.1
H -5.43744 2.49166 -0.34967 0.0 0.0 0.1
H -5.72634 1.40066 -1.70657 0.0 -0.2 0.0
H -3.32524 1.40216 -2.11277 0.1 0.2 0.1
H -1.76984 3.66626 -1.56917 0.0 -0.3 -0.1
H -2.06864 3.24866 -3.13757 0.0 -0.1 0.2
O 0.66276 -1.98454 -0.15477 0.3 -0.3 -0.3
N 0.98766 -0.60074 0.06473 -0.5 0.4 -0.1
C 0.68726 1.45556 3.72333 -0.1 0.1 -0.3
C 0.26116 0.25466 4.55863 -0.1 -0.1 0.1
As 1.47926 -1.32364 4.45633 0.0 -0.3 0.4
C 1.03516 -2.01104 6.25523 0.0 0.1 -0.1
C 2.01196 -2.66214 7.00253 0.2 0.1 -0.3
C 1.73436 -3.13444 8.27203 0.1 -0.1 0.0
C 0.47156 -2.96844 8.81383 -0.1 0.0 0.0
C -0.51944 -2.36194 8.06423 -0.1 0.0 0.1
C -0.24184 -1.89694 6.79133 0.0 0.1 -0.3
C 3.10756 -0.37684 5.00973 0.0 0.0 -0.1
C 4.30146 -0.59234 4.33023 -0.3 -0.2 -0.2
C 5.44546 0.11096 4.67113 0.2 0.1 0.0
C 5.40816 1.04756 5.68953 0.1 0.0 0.0
C 4.23126 1.25016 6.39083 0.0 0.1 0.1
C 3.09656 0.53506 6.05813 -0.2 0.0 0.1
P 0.32776 1.16416 1.96383 -0.1 -1.0 0.6
C -1.43094 0.77316 1.80563 0.2 0.1 0.2
C -2.32974 1.59996 2.47583 0.1 -0.1 -0.1
C -3.68664 1.36736 2.36623 -0.2 0.1 0.0
C -4.15834 0.32286 1.58523 0.0 -0.1 0.1
C -3.26554 -0.49984 0.92073 0.0 0.0 0.0
C -1.90334 -0.28284 1.03733 0.1 0.0 0.0
C 1.26816 -0.21964 1.43343 -0.6 1.1 -0.2
C 1.00796 -2.93324 0.76323 0.2 -0.3 0.4
C 2.22346 -3.16854 1.26123 -0.4 0.1 -0.2
C 3.41566 -2.41224 0.93273 0.1 0.2 -0.2
C 3.46096 -1.14944 0.49783 0.1 -0.3 0.0
C 2.33506 -0.20474 0.37893 0.5 0.0 0.2
H 1.75976 1.65306 3.83323 -0.1 0.1 -0.1
H 0.14386 2.35606 4.03143 0.2 -0.1 0.0
H -0.73594 -0.07174 4.24533 0.1 -0.1 0.1
H 0.18776 0.56686 5.60343 0.0 -0.1 -0.1
H 3.00576 -2.78634 6.58323 0.0 0.0 0.1
H 2.50456 -3.62924 8.84313 0.1 0.0 0.1
H 0.25816 -3.31874 9.81123 0.0 -0.1 0.1
H -1.51204 -2.24714 8.47233 -0.1 0.0 0.0
H -1.03434 -1.43894 6.21073 0.0 0.0 0.1
H 4.32656 -1.32294 3.52923 0.0 0.1 0.0
H 6.36986 -0.06694 4.14093 0.1 0.0 -0.1
H 6.29236 1.61356 5.94293 0.1 0.0 0.0
H 4.19926 1.96666 7.19813 0.0 0.1 0.1
H 2.19066 0.68136 6.63283 -0.1 0.0 0.0
H -1.96504 2.41946 3.08153 -0.1 0.1 0.1
H -4.38194 2.00476 2.88843 -0.1 0.1 0.1
H -5.21804 0.12976 1.51673 -0.1 0.1 0.0
H -3.61734 -1.31814 0.30983 -0.1 -0.1 0.0
H -1.21394 -0.94204 0.53753 0.1 -0.1 0.0
H 0.15676 -3.55164 1.02153 0.0 0.0 0.1
H 2.33606 -4.01024 1.93123 -0.1 0.0 0.0
H 4.34856 -2.95004 1.04443 0.1 0.0 0.0
H 4.41856 -0.71744 0.25023 0.2 0.0 0.0
H 2.60356 0.72636 -0.12557 0.0 -0.1 0.0